Computed, not measured: C36H54BBrClO8OsP2 as an isolated structure, with the ωB97M-V functional and the def2-TZVPD basis.

Results
- Spin multiplicity: 5
- Net charge: +1
- ⟨S²⟩: 6.0627
- DFT total energy: -158875.063 eV
- ΔE to the lowest compared entry with this formula, charge and spin: 0.621 eV

```
104
Properties=species:S:1:pos:R:3:forces:R:3:mulliken_charge:R:1
Os -0.232 -0.058 -0.783 -0.5 -0.3 0.1 1.11
C 2.208 4.093 0.838 0.0 0.0 0.0 -1.52
C 2.231 3.000 -0.209 0.0 -0.1 0.0 0.56
C 3.620 2.559 -0.606 0.0 -0.1 0.1 -0.97
O 1.461 1.821 0.234 0.0 0.1 0.0 -0.24
P 1.432 1.011 1.580 0.2 -0.1 -0.1 -0.73
O 0.902 -0.349 1.257 0.1 0.2 -0.2 -0.72
C 0.304 1.858 2.692 0.0 0.0 0.0 -0.22
P -1.382 1.403 2.192 0.0 -0.1 -0.2 -0.33
O -1.435 1.320 0.700 0.1 -0.2 0.2 -0.42
O -1.787 0.069 2.855 -0.1 0.0 0.1 -0.08
C -1.779 -0.442 4.231 0.1 0.0 0.0 0.62
C -0.430 -1.073 4.512 0.0 0.0 0.0 -1.07
C -2.184 0.617 5.232 0.0 0.1 0.0 -1.49
O -2.326 2.498 2.789 0.0 0.1 0.0 -0.07
C -2.449 3.806 2.124 0.0 0.0 -0.1 1.12
C -3.708 3.788 1.288 0.0 0.0 0.0 -1.38
C -2.443 4.852 3.213 0.0 0.0 0.1 -1.49
O 2.857 1.048 2.215 -0.1 -0.1 0.2 -0.13
C 3.580 -0.193 2.593 0.1 0.0 -0.1 1.04
C 4.437 0.163 3.782 0.0 0.1 0.0 -1.51
C 4.359 -0.671 1.390 0.0 0.0 0.0 -1.23
H 2.786 4.939 0.463 0.0 0.0 0.0 0.52
H 2.676 3.761 1.769 0.0 0.0 0.0 0.26
H 1.194 4.445 1.037 0.0 0.0 0.0 0.28
H 1.673 3.313 -1.089 0.0 0.0 -0.1 0.38
H 4.198 2.263 0.271 0.0 0.0 0.0 0.17
H 4.133 3.386 -1.099 0.0 0.0 0.0 0.58
H 3.567 1.721 -1.300 0.0 0.1 0.1 -0.10
H 0.416 2.940 2.602 0.0 0.0 0.0 0.64
H 0.506 1.566 3.723 0.0 0.0 0.0 0.40
H -2.535 -1.223 4.194 0.0 0.0 -0.1 0.26
H 0.318 -0.324 4.794 0.0 -0.1 0.0 0.35
H -0.080 -1.618 3.636 0.0 0.0 0.0 0.03
H -0.526 -1.775 5.341 0.0 0.0 0.0 0.50
H -1.443 1.420 5.288 0.0 -0.1 0.0 0.27
H -2.255 0.156 6.218 0.0 0.0 0.0 0.52
H -3.149 1.054 4.980 0.0 0.0 0.0 0.32
H -1.584 3.935 1.466 0.0 0.0 0.0 -0.07
H -4.574 3.589 1.923 0.0 0.0 0.0 0.31
H -3.647 3.019 0.518 0.0 0.0 0.0 0.23
H -3.843 4.757 0.805 0.0 0.0 0.0 0.43
H -3.274 4.680 3.899 0.0 0.0 0.0 0.31
H -2.555 5.843 2.772 0.0 0.0 0.0 0.43
H -1.512 4.829 3.783 0.0 0.0 0.0 0.36
H 2.832 -0.937 2.867 -0.1 0.1 0.0 0.09
H 5.177 0.917 3.507 0.0 0.0 0.0 0.32
H 4.962 -0.728 4.129 0.0 0.0 0.0 0.42
H 3.832 0.549 4.604 0.0 0.0 0.0 0.38
H 5.104 0.071 1.097 0.0 0.0 0.0 0.32
H 3.695 -0.868 0.545 0.0 0.0 0.0 0.15
H 4.876 -1.599 1.640 0.0 0.0 0.0 0.48
Br -1.269 2.191 -2.304 0.0 0.0 0.0 -0.08
C -2.067 0.973 -3.533 0.1 0.0 0.1 0.88
C -2.740 1.533 -4.575 -0.1 0.0 -0.1 -0.72
C -3.390 0.698 -5.508 0.0 0.1 0.0 -0.74
C -3.345 -0.654 -5.349 0.0 -0.1 0.0 -1.07
C -2.644 -1.241 -4.267 0.0 0.0 0.0 1.14
C -2.613 -2.653 -4.120 0.0 0.0 0.0 -0.86
C -1.930 -3.230 -3.095 0.0 0.0 0.0 -1.27
C -1.226 -2.419 -2.179 0.0 -0.1 0.1 0.59
C -1.244 -1.045 -2.250 0.0 0.4 0.1 -0.11
C -1.969 -0.424 -3.321 -0.1 0.0 -0.1 -0.03
H -2.779 2.608 -4.683 0.0 0.0 0.0 0.47
H -3.926 1.143 -6.336 0.0 0.0 0.0 0.41
H -3.849 -1.308 -6.052 0.0 0.0 0.0 0.43
H -3.140 -3.261 -4.846 0.0 0.0 0.0 0.40
H -1.899 -4.307 -2.989 0.0 0.0 0.0 0.45
H -0.639 -2.910 -1.410 0.0 0.0 0.0 0.50
Cl -4.098 -6.033 5.300 0.0 0.0 0.0 -0.21
C -3.523 -4.982 4.054 0.0 0.0 -0.1 0.41
C -2.161 -4.943 3.760 0.0 0.0 0.0 -0.87
C -1.703 -4.100 2.772 0.0 0.0 0.0 -0.19
C -2.588 -3.264 2.043 0.0 0.1 0.1 0.87
C -2.115 -2.365 1.082 0.0 -0.1 0.0 -1.00
C -3.969 -3.345 2.364 0.0 0.0 0.0 -0.34
C -4.427 -4.187 3.352 0.0 0.0 0.0 -0.70
H -1.481 -5.580 4.310 0.0 0.0 0.0 0.42
H -0.644 -4.069 2.537 0.0 0.0 0.0 0.46
H -2.788 -1.706 0.548 0.0 -0.1 0.0 0.26
H -1.049 -2.268 0.908 -0.1 0.0 0.0 0.01
H -4.668 -2.723 1.815 0.0 0.0 0.0 0.41
H -5.480 -4.241 3.592 0.0 0.0 0.0 0.42
C 3.841 -2.077 -3.835 0.0 0.0 0.0 -1.86
C 2.432 -1.519 -3.840 0.0 0.1 0.0 1.77
C 1.516 -2.415 -4.661 0.0 0.0 0.0 -1.69
O 1.931 -1.546 -2.477 -0.1 0.0 0.1 -0.67
B 1.154 -0.429 -2.293 0.4 0.3 -0.2 0.94
O 1.341 0.510 -3.291 0.0 -0.2 0.1 -0.29
C 2.325 -0.001 -4.229 0.0 0.0 0.0 1.75
C 1.794 0.263 -5.625 0.0 0.0 -0.1 -1.88
C 3.612 0.778 -4.009 0.0 0.0 0.1 -1.99
H 3.809 -3.132 -3.558 0.0 0.0 0.0 0.46
H 4.479 -1.557 -3.121 0.0 0.0 0.0 0.31
H 4.286 -1.999 -4.829 0.0 0.0 0.0 0.34
H 1.533 -3.418 -4.233 0.0 0.0 0.0 0.49
H 1.845 -2.473 -5.700 0.0 0.0 0.0 0.38
H 0.485 -2.056 -4.635 0.0 0.0 0.0 0.00
H 0.818 -0.196 -5.778 0.0 0.0 0.0 0.29
H 2.486 -0.112 -6.383 0.0 0.0 0.0 0.37
H 1.687 1.340 -5.761 0.0 0.0 0.0 0.44
H 4.012 0.608 -3.008 0.0 0.0 -0.1 0.25
H 3.398 1.843 -4.120 0.0 0.0 0.0 0.47
H 4.375 0.500 -4.738 0.0 0.0 0.0 0.40
```
Forces are in eV/Å.

---

Computed, not measured: an isolated ion of composition C6H12N3S and charge +1, with the ωB97M-V functional and the def2-TZVPD basis.

Results
- Net charge: +1
- DFT total energy: -21714.730 eV
- Structure (SMILES): CS[C@]1(C)N=CCC(=[NH2+])N1
- ΔE to the lowest compared entry with this formula, charge and spin: 0.776 eV

```
22
Properties=species:S:1:pos:R:3:forces:R:3:mulliken_charge:R:1
C 1.237 -0.606 1.246 -1.7 2.1 -1.2 -0.10
C 0.125 1.640 1.021 -1.8 0.1 0.1 0.62
C 0.332 0.473 1.916 1.7 -0.2 0.9 -1.02
C 0.103 0.008 -0.711 -2.1 -2.3 0.3 1.02
C 0.432 0.038 -2.212 0.7 0.0 -0.4 -1.43
C -1.256 -2.607 -0.650 2.5 0.7 0.6 -0.81
N 1.051 -0.775 0.002 1.7 -0.3 0.8 -0.62
N -0.177 1.337 -0.229 1.7 1.6 -1.2 -0.32
N -0.056 2.857 1.559 1.0 -1.8 -0.1 -0.35
S -1.529 -0.886 -0.068 0.5 -0.2 -1.3 -0.08
H 1.906 -1.202 1.818 0.5 -0.4 0.3 0.46
H -0.625 -0.045 2.045 0.0 0.2 0.1 0.31
H 0.718 0.849 2.879 -0.2 -0.4 -0.3 0.47
H -0.259 -0.474 -2.891 -0.4 0.4 0.5 0.26
H 1.356 -0.571 -2.341 -0.4 0.8 0.1 0.37
H 0.600 1.102 -2.578 -0.1 -1.4 0.3 0.43
H -1.454 -3.403 0.049 0.3 0.2 0.8 0.33
H -0.218 -2.711 -1.097 -1.4 0.1 0.6 0.29
H -1.989 -2.692 -1.350 -1.7 -0.5 -2.4 0.33
H -0.167 1.970 -1.077 -0.4 -0.2 2.0 0.30
H 0.321 2.984 2.485 -0.1 0.1 0.1 0.26
H -0.006 3.635 0.960 -0.2 1.2 -0.7 0.26
```
Forces are in eV/Å.

---

Computed, not measured: a 8-piece molecular cluster, C28H73Cl2N11O7P2 overall, with the ωB97M-V functional and the def2-TZVPD basis.

Results
- DFT total energy: -104565.957 eV
- Structure (SMILES): CN(C)P(=O)(N(C)C)N(C)C.CN(C)P(=O)(N(C)C)N(C)C.CN(C)C=O.CN(C)C=O.CN(C)C=O.CN(C)C=O.CN(C)C=O.ClCCl
- ΔE to the lowest compared entry with this formula, charge and spin: 1.650 eV

```
123
Properties=species:S:1:pos:R:3:forces:R:3:mulliken_charge:R:1
C -1.769 0.865 0.119 -0.3 -0.2 -0.3 -0.06
Cl -1.728 1.867 1.585 0.0 -0.5 0.1 -0.04
Cl -0.795 1.672 -1.152 -0.6 -0.5 0.3 -0.04
H -1.416 -0.156 0.264 0.7 0.4 0.3 -0.40
H -2.819 0.724 -0.135 0.1 0.7 -0.4 0.55
C -1.487 -4.302 -2.145 -0.3 -1.7 0.3 0.41
O -1.240 -5.482 -2.382 0.4 1.1 0.0 -0.67
N -2.737 -3.879 -1.829 0.5 -1.4 0.2 0.07
C -3.824 -4.829 -1.684 0.1 -1.8 -1.0 -1.16
C -3.018 -2.538 -1.537 -1.5 1.3 0.1 -0.53
H -0.720 -3.515 -2.075 -0.2 0.1 -0.2 0.18
H -4.636 -4.729 -2.405 0.0 0.8 -0.1 0.38
H -4.280 -5.078 -0.726 0.3 1.2 0.7 0.31
H -3.473 -5.832 -1.927 0.6 0.2 -0.3 0.42
H -3.460 -2.498 -0.541 0.1 0.4 0.3 -0.01
H -2.220 -1.803 -1.644 0.4 -0.5 0.1 0.18
H -3.809 -2.255 -2.232 -0.2 0.6 0.0 0.39
C 0.027 4.658 1.420 -0.8 -0.2 1.7 0.02
O 1.045 4.405 0.847 1.1 -0.3 -1.8 -0.63
N 0.001 5.097 2.689 0.0 -0.3 -0.5 0.14
C -1.257 5.124 3.365 -1.2 0.5 0.5 -0.97
C 1.212 5.353 3.449 -1.0 0.9 0.3 -0.93
H -1.022 4.477 1.138 0.2 0.0 -1.1 0.41
H -1.380 6.018 3.976 0.6 -0.2 0.7 0.37
H -1.478 4.196 3.893 0.2 0.2 0.5 0.26
H -2.128 5.294 2.731 0.3 -0.3 -0.9 0.39
H 2.130 5.358 2.861 -0.4 -0.3 -0.2 0.28
H 0.985 6.365 3.784 0.8 0.2 0.6 0.36
H 1.267 4.693 4.315 0.2 -0.1 0.0 0.28
C -5.830 -0.939 0.145 0.2 -2.1 1.0 0.04
O -5.196 -0.310 0.975 -0.4 0.6 -0.8 -0.53
N -6.223 -2.233 0.368 -0.6 1.0 -0.5 0.15
C -6.813 -3.021 -0.717 0.1 0.0 1.4 -0.91
C -6.176 -2.904 1.661 0.4 0.1 -0.8 -0.93
H -6.132 -0.683 -0.882 0.3 0.8 0.1 0.31
H -7.815 -3.307 -0.399 -0.4 0.2 -0.5 0.40
H -6.268 -3.965 -0.733 0.2 0.1 -0.7 0.23
H -6.786 -2.444 -1.641 -0.1 -0.4 0.0 0.32
H -5.239 -3.461 1.659 0.0 -0.3 0.5 0.29
H -6.217 -2.237 2.521 0.0 0.2 -0.3 0.30
H -7.026 -3.587 1.676 0.1 -0.1 0.3 0.38
C 0.258 1.480 4.622 0.3 -0.8 0.5 0.19
O -0.321 2.292 5.334 0.4 -0.8 -0.3 -0.66
N 0.840 0.288 5.049 -1.6 1.0 1.1 0.33
C 1.544 -0.681 4.255 0.4 -0.1 -1.2 -0.93
C 0.780 -0.116 6.485 0.0 0.4 -0.2 -1.18
H 0.338 1.659 3.538 0.3 -0.3 0.0 0.31
H 2.411 -1.062 4.795 0.0 0.1 0.1 0.35
H 1.908 -0.332 3.289 0.0 0.8 0.2 0.02
H 0.975 -1.544 3.910 -0.6 -0.2 0.6 0.43
H 0.043 0.323 7.158 -0.2 0.9 -0.8 0.34
H 0.480 -1.160 6.576 0.7 -0.2 -0.3 0.37
H 1.759 0.148 6.883 0.1 -0.6 0.4 0.41
C -2.706 -0.657 5.759 0.4 0.6 2.6 0.32
O -2.587 -1.161 6.881 0.4 0.1 -0.9 -0.70
N -3.365 -1.197 4.769 -0.9 -1.6 -3.3 0.13
C -3.661 -0.529 3.507 -0.1 1.0 0.2 -0.66
C -3.722 -2.627 4.685 0.0 1.5 1.1 -0.70
H -2.327 0.355 5.550 0.0 0.1 -0.1 0.28
H -3.380 -1.074 2.606 0.4 -0.3 0.2 0.17
H -3.217 0.465 3.460 0.2 -0.1 0.1 0.13
H -4.731 -0.369 3.371 -0.1 -0.1 0.3 0.33
H -3.049 -3.123 3.985 0.0 -0.1 0.1 0.14
H -3.631 -2.984 5.710 -0.1 -0.5 -0.3 0.36
H -4.748 -2.631 4.317 0.0 -0.5 0.1 0.21
O 0.275 -1.556 -0.524 1.6 -0.8 1.2 -0.47
P 1.478 -2.177 0.150 1.7 -1.1 1.3 0.12
N 1.077 -3.265 1.458 0.5 0.6 -1.3 0.59
C -0.288 -3.444 1.904 -0.2 0.1 -1.3 -1.41
C 2.016 -3.910 2.356 0.7 0.3 -0.1 -1.12
N 2.623 -1.047 0.876 -1.6 0.3 -1.6 0.50
C 3.866 -1.433 1.563 -0.6 -0.4 -1.2 -1.13
C 2.436 0.456 0.725 -0.5 -1.4 0.5 -1.16
N 2.501 -3.242 -0.785 0.0 0.3 0.1 0.16
C 3.306 -2.629 -1.895 -1.3 0.3 0.7 -1.03
C 2.018 -4.599 -1.224 -0.3 0.9 1.1 -1.04
H -0.814 -3.724 0.991 -0.8 0.0 0.3 0.17
H -0.734 -2.543 2.326 -0.1 0.0 0.3 0.38
H -0.318 -4.283 2.598 -0.2 0.2 0.0 0.52
H 2.990 -4.138 1.924 0.0 0.5 -0.3 0.36
H 1.677 -4.892 2.685 -0.5 0.1 0.0 0.49
H 2.137 -3.266 3.227 0.3 -0.3 0.4 0.16
H 4.547 -0.612 1.341 0.2 0.0 1.0 0.50
H 3.640 -1.720 2.590 0.6 0.7 0.3 0.10
H 4.351 -2.303 1.121 -0.2 -0.2 -0.3 0.37
H 1.379 0.679 0.866 0.0 0.1 -0.5 0.11
H 2.922 0.978 1.550 0.3 -0.3 0.1 0.46
H 2.822 0.872 -0.205 -0.1 -0.2 -0.1 0.36
H 3.780 -3.420 -2.476 0.1 0.2 0.2 0.42
H 2.599 -2.102 -2.536 0.2 0.1 -0.5 0.35
H 4.016 -1.886 -1.533 0.1 -0.2 0.1 0.24
H 1.227 -4.509 -1.968 0.1 -0.3 -0.1 0.39
H 1.637 -5.144 -0.359 -0.3 0.2 0.0 0.27
H 2.841 -5.213 -1.590 0.1 0.4 -0.2 0.36
O 3.929 1.406 -6.199 -1.2 1.2 1.2 -0.82
P 3.422 2.668 -5.561 0.0 0.7 1.7 0.34
N 2.158 3.405 -6.357 0.3 1.4 -1.2 0.28
C 1.894 4.851 -6.286 0.9 0.0 0.2 -1.34
C 1.076 2.651 -6.997 1.1 0.0 0.2 -1.05
N 4.680 3.843 -5.318 -1.7 0.1 -0.6 0.18
C 5.612 3.802 -4.204 -0.5 -1.4 -0.1 -1.06
C 5.234 4.458 -6.521 -0.6 0.0 0.0 -1.13
N 2.617 2.568 -4.014 0.8 0.6 1.0 0.40
C 2.014 3.723 -3.212 1.3 -0.2 -1.4 -0.88
C 2.066 1.302 -3.607 0.5 -0.5 -0.3 -0.53
H 2.612 5.358 -5.641 0.2 -0.3 0.0 0.43
H 0.940 5.161 -5.860 -0.4 -0.6 -0.2 0.37
H 2.016 5.300 -7.271 -0.3 0.1 -0.2 0.41
H 1.482 1.758 -7.473 0.0 0.0 0.0 0.30
H 0.661 3.302 -7.766 -0.3 -0.2 0.0 0.39
H 0.340 2.348 -6.252 -0.3 0.1 -0.1 0.26
H 5.668 2.757 -3.900 0.3 0.0 0.5 0.34
H 6.605 4.065 -4.568 -0.1 0.2 0.2 0.49
H 5.284 4.412 -3.361 0.2 0.1 0.0 0.21
H 5.947 5.246 -6.280 0.0 -0.1 0.3 0.50
H 5.730 3.706 -7.134 0.0 0.1 -0.4 0.31
H 4.429 4.975 -7.044 0.1 -0.3 -0.5 0.28
H 1.115 4.191 -3.614 0.0 -0.1 -0.7 0.18
H 1.699 3.489 -2.195 0.5 -0.8 0.0 0.48
H 2.801 4.473 -3.136 -0.2 0.3 0.0 0.23
H 1.813 1.394 -2.551 -0.1 -0.5 -0.1 -0.16
H 2.802 0.515 -3.769 0.1 -0.1 0.2 0.41
H 1.207 1.006 -4.209 -0.5 0.0 0.2 0.17
```
Forces are in eV/Å.

---

Computed, not measured: C30H48AgBNP as an isolated structure, with the ωB97M-V functional and the def2-TZVPD basis.

Results
- DFT total energy: -47344.560 eV
- ΔE to the lowest compared entry with this formula, charge and spin: 0.104 eV

```
82
Properties=species:S:1:pos:R:3:forces:R:3:mulliken_charge:R:1
Ag -0.694 -0.984 0.686 -0.5 -0.6 0.3 -0.26
C -4.326 -1.752 -2.840 0.0 0.0 0.0 -1.59
C -2.952 -1.848 -3.493 0.0 0.0 0.0 0.12
C -2.994 -1.320 -4.930 0.0 0.0 0.0 -1.42
C -1.867 -1.128 -2.724 0.0 0.0 0.0 -0.20
C -0.566 -1.588 -2.765 0.1 0.0 0.0 -0.75
C 0.505 -0.964 -2.121 0.0 -0.1 0.0 1.43
C 1.821 -1.713 -2.339 0.1 0.0 0.0 0.23
C 1.793 -3.035 -1.557 0.0 -0.1 0.0 -1.45
C 3.146 -0.969 -2.188 0.0 0.0 0.0 -1.81
C 0.248 0.211 -1.374 0.4 -0.1 -0.2 -0.92
C -1.069 0.719 -1.368 -0.3 0.2 0.0 0.24
C -2.099 0.035 -2.007 0.0 -0.1 0.0 0.29
C -1.385 2.075 -0.765 -0.1 0.0 0.0 1.65
C -2.765 2.133 -0.110 0.0 0.0 0.1 -1.69
C -1.277 3.167 -1.834 0.0 0.0 0.0 -1.60
C 1.351 1.090 -0.823 0.1 0.0 0.2 0.48
C 1.949 1.926 -1.765 0.1 0.0 0.0 -0.49
C 2.975 2.795 -1.436 0.0 0.0 0.0 -1.28
C 3.434 2.848 -0.130 0.0 0.0 0.0 -0.94
C 2.839 2.047 0.829 0.1 0.0 0.0 -0.39
C 1.796 1.173 0.520 -0.2 0.0 -0.1 -0.10
P 1.028 0.150 1.837 0.3 0.1 0.1 1.28
C 2.397 -0.959 2.530 0.0 0.0 0.0 2.51
C 1.729 -2.246 3.031 -0.1 0.0 -0.1 -1.74
C 3.320 -1.324 1.368 0.0 0.0 0.0 -2.17
C 3.274 -0.382 3.644 0.0 0.0 0.0 -1.99
C 0.395 1.276 3.201 0.1 0.0 0.1 2.34
C 1.369 2.333 3.732 0.0 0.0 0.0 -1.93
C -0.080 0.364 4.342 0.0 0.0 0.0 -1.85
C -0.833 2.018 2.678 0.0 0.0 0.0 -1.97
H -5.032 -2.391 -3.372 0.0 0.0 0.0 0.47
H -4.720 -0.735 -2.886 0.0 0.0 0.0 0.27
H -4.315 -2.053 -1.794 0.0 0.0 0.0 0.27
H -2.663 -2.903 -3.530 0.0 0.0 0.0 0.43
H -3.262 -0.261 -4.938 0.0 0.0 0.0 0.30
H -3.740 -1.859 -5.514 0.0 0.0 0.0 0.44
H -2.028 -1.424 -5.426 0.0 0.0 0.0 0.35
H -0.357 -2.485 -3.338 0.0 0.0 0.0 0.59
H 1.786 -2.003 -3.394 0.0 0.0 0.0 0.70
H 1.663 -2.893 -0.485 0.0 0.1 0.0 0.24
H 2.719 -3.590 -1.715 0.0 0.0 0.0 0.46
H 0.963 -3.659 -1.886 0.0 0.0 0.0 0.39
H 3.308 -0.535 -1.206 0.0 0.0 0.0 0.27
H 3.228 -0.165 -2.918 0.0 0.0 0.0 0.40
H 3.960 -1.671 -2.377 0.0 0.0 0.0 0.45
H -3.101 0.432 -1.952 0.0 0.0 0.0 0.19
H -0.636 2.272 -0.001 0.0 0.1 0.0 -1.08
H -3.565 2.163 -0.849 0.0 0.0 0.0 0.53
H -2.852 3.041 0.489 0.0 0.0 0.0 0.43
H -2.956 1.269 0.531 0.0 0.1 0.0 0.14
H -2.011 2.988 -2.621 0.0 0.0 0.0 0.33
H -0.290 3.192 -2.291 0.0 0.0 0.0 0.28
H -1.476 4.149 -1.401 0.0 0.0 0.0 0.46
H 1.603 1.872 -2.790 0.0 0.0 0.0 0.80
H 3.415 3.423 -2.199 0.0 0.0 0.0 0.41
H 4.242 3.513 0.145 0.0 0.0 0.0 0.47
H 3.200 2.105 1.846 0.0 0.0 0.0 0.33
H 1.185 -2.748 2.228 0.0 0.0 0.0 0.24
H 1.026 -2.072 3.843 0.0 0.0 0.0 0.29
H 2.503 -2.924 3.397 0.0 0.0 0.0 0.56
H 2.757 -1.599 0.482 0.0 -0.1 0.0 0.20
H 3.938 -2.178 1.653 0.0 0.0 0.0 0.71
H 3.980 -0.498 1.103 0.0 0.0 0.0 0.32
H 2.725 -0.185 4.562 0.0 0.0 0.0 0.34
H 3.784 0.529 3.337 0.0 0.0 0.0 0.33
H 4.047 -1.117 3.882 0.0 0.0 0.0 0.52
H 2.308 1.920 4.085 0.0 0.0 0.0 0.27
H 0.897 2.842 4.575 0.0 0.0 0.0 0.53
H 1.581 3.088 2.974 0.0 0.0 0.0 0.41
H 0.742 -0.111 4.874 0.0 0.0 0.0 0.32
H -0.756 -0.413 3.977 0.0 0.0 0.0 0.29
H -0.629 0.974 5.062 0.0 0.0 0.0 0.54
H -0.569 2.735 1.902 0.0 0.0 0.0 0.36
H -1.279 2.580 3.502 0.0 0.0 0.0 0.67
H -1.585 1.332 2.292 -0.1 0.0 0.0 0.22
B -4.880 -1.497 1.046 0.1 0.0 -0.1 0.21
C -3.398 -2.050 1.077 0.2 -0.1 0.1 0.54
N -2.307 -2.455 1.114 0.0 0.4 -0.3 -0.67
H -5.491 -2.183 0.257 -0.1 0.0 0.0 -0.16
H -5.329 -1.563 2.162 0.0 0.0 0.1 -0.16
H -4.789 -0.347 0.660 0.0 0.0 0.0 -0.18
```
Forces are in eV/Å.